(1)
# C4H5NO

A single C4H5NO molecule (ωB97M-V with the def2-TZVPD basis set, the OMol25 dataset).

Properties
Energy relative to the best compared isomer or geometry (same formula, charge and spin)   1.064 eV
Structure (SMILES)   [H]/N=C1/C=CCO1
Gap between HOMO and LUMO   10.273 eV
DFT total energy   -285.37548 Eh
LUMO level   0.789 eV

Structure (XYZ):
```
11
Properties=species:S:1:pos:R:3:nbo_charge:R:1
H 2.766 -0.719 -0.278 0.350
N 2.300 0.180 -0.176 -0.683
C 1.068 0.051 0.076 0.518
C 0.093 1.146 0.005 -0.260
C -1.106 0.599 -0.134 -0.184
C -1.029 -0.852 0.246 -0.105
O 0.380 -1.127 0.232 -0.496
H 0.378 2.183 -0.132 0.237
H -1.890 1.111 -0.676 0.228
H -1.561 -1.528 -0.428 0.198
H -1.399 -1.044 1.265 0.199
```



(2)
# C4H5NO

A single C4H5NO molecule (ωB97M-V with the def2-TZVPD basis set, the OMol25 dataset).

Properties
Energy relative to the best compared isomer or geometry (same formula, charge and spin)   1.207 eV
Structure (SMILES)   Cc1ncco1
Gap between HOMO and LUMO   9.964 eV
DFT total energy   -285.37024 Eh
LUMO level   0.932 eV

Structure (XYZ):
```
11
Properties=species:S:1:pos:R:3:nbo_charge:R:1
C 1.724 0.015 0.200 -0.653
C 0.417 0.338 -0.426 0.483
N -0.401 1.251 -0.012 -0.449
C -1.620 0.594 0.078 -0.125
C -1.458 -0.694 -0.306 0.041
O -0.185 -0.840 -0.743 -0.427
H 1.333 -0.621 1.012 0.228
H 2.205 0.882 0.644 0.237
H 2.371 -0.605 -0.423 0.231
H -2.463 1.075 0.553 0.219
H -1.993 -1.623 -0.182 0.214
```



(3)
# C4H5NO

A single C4H5NO molecule at a distorted geometry (ωB97M-V with the def2-TZVPD basis set, the OMol25 dataset).

Properties
Energy relative to the best compared isomer or geometry (same formula, charge and spin)   0.577 eV
Structure (SMILES)   N#CCCC=O
Gap between HOMO and LUMO   11.240 eV
DFT total energy   -285.39337 Eh
LUMO level   0.685 eV

Structure (XYZ):
```
11
Properties=species:S:1:pos:R:3:nbo_charge:R:1
N -2.573 1.020 -1.530 -0.321
C -1.674 0.399 -1.148 0.284
C -0.530 -0.361 -0.638 -0.514
C 0.240 0.434 0.417 -0.502
C 1.403 -0.352 0.970 0.443
O 1.654 -1.490 0.651 -0.514
H -0.885 -1.309 -0.222 0.263
H 0.130 -0.619 -1.473 0.260
H 0.614 1.379 0.004 0.241
H -0.408 0.714 1.258 0.243
H 2.029 0.184 1.711 0.118
```



(4)
# C4H5NO

A single C4H5NO molecule at a distorted geometry (ωB97M-V with the def2-TZVPD basis set, the OMol25 dataset).

Properties
Energy relative to the best compared isomer or geometry (same formula, charge and spin)   5.101 eV
Structure (SMILES)   C1=C2ON2CC1
Gap between HOMO and LUMO   9.816 eV
DFT total energy   -285.22714 Eh
LUMO level   0.856 eV

Structure (XYZ):
```
11
Properties=species:S:1:pos:R:3:nbo_charge:R:1
C -0.129 1.286 -0.018 -0.336
C -1.274 0.644 0.153 0.415
O -2.228 -0.107 -0.369 -0.313
N -1.172 -0.739 0.443 -0.170
C 0.135 -1.053 -0.141 -0.259
C 0.942 0.228 0.227 -0.421
H 0.045 2.317 -0.242 0.230
H 0.093 -1.190 -1.225 0.208
H 0.500 -1.963 0.332 0.215
H 1.801 0.390 -0.422 0.222
H 1.288 0.187 1.262 0.210
```



(5)
# C4H5NO

A single C4H5NO molecule at a distorted geometry (ωB97M-V with the def2-TZVPD basis set, the OMol25 dataset).

Properties
Energy relative to the best compared isomer or geometry (same formula, charge and spin)   4.701 eV
Gap between HOMO and LUMO   8.667 eV
DFT total energy   -285.24182 Eh
LUMO level   0.320 eV

Structure (XYZ):
```
11
Properties=species:S:1:pos:R:3:nbo_charge:R:1
C -0.767 0.347 -0.077 -0.031
N -0.038 0.561 -1.322 -0.612
C -0.541 -1.133 0.350 0.248
C 0.959 0.814 -0.348 0.136
C 0.658 0.062 0.763 -0.265
O -0.323 -1.981 -0.552 -0.741
H 0.037 -0.385 -1.742 0.422
H -1.427 1.114 0.310 0.235
H -1.095 -1.387 1.267 0.162
H 1.626 1.664 -0.429 0.212
H 0.911 0.324 1.781 0.232
```



(6)
# C4H5NO2

A single C4H5NO2 molecule at a distorted geometry (ωB97M-V with the def2-TZVPD basis set, the OMol25 dataset).

Properties
Energy relative to the best compared isomer or geometry (same formula, charge and spin)   2.778 eV
Structure (SMILES)   N[C@]12C[C@H]1OC2=O
Gap between HOMO and LUMO   10.108 eV
DFT total energy   -360.56733 Eh
LUMO level   0.845 eV

Structure (XYZ):
```
12
Properties=species:S:1:pos:R:3:nbo_charge:R:1
N 0.270 -1.685 -0.118 -0.821
C -0.091 -0.358 0.108 0.035
C -0.276 0.511 -1.107 -0.443
C 0.844 0.757 -0.049 0.054
O 0.340 1.596 0.966 -0.519
C -0.701 0.661 1.407 0.758
O -1.552 0.938 2.195 -0.521
H -0.324 -2.277 -0.680 0.385
H 0.756 -2.162 0.624 0.386
H -0.183 0.038 -2.099 0.236
H -1.001 1.312 -1.060 0.234
H 1.918 0.670 -0.189 0.216
```



(7)
# C4H5NO2

A single C4H5NO2 molecule at a distorted geometry (ωB97M-V with the def2-TZVPD basis set, the OMol25 dataset).

Properties
Energy relative to the best compared isomer or geometry (same formula, charge and spin)   3.158 eV
Structure (SMILES)   [H]/N=C/OC(O)=C=C
Gap between HOMO and LUMO   9.211 eV
DFT total energy   -360.55338 Eh
LUMO level   0.745 eV

Structure (XYZ):
```
12
Properties=species:S:1:pos:R:3:nbo_charge:R:1
H -2.617 0.947 0.117 0.366
N -1.654 0.642 0.184 -0.666
C -0.794 1.531 -0.018 0.404
O 0.542 1.384 0.163 -0.501
C 1.070 0.119 0.024 0.492
O 2.427 0.143 -0.037 -0.664
C 0.343 -0.963 -0.131 -0.083
C -0.177 -2.151 -0.061 -0.390
H -0.982 2.604 -0.164 0.151
H 2.708 1.067 -0.015 0.490
H -0.348 -2.650 0.882 0.203
H -0.519 -2.672 -0.943 0.200
```



(8)
# C4H5NO2

A single C4H5NO2 molecule at a distorted geometry (ωB97M-V with the def2-TZVPD basis set, the OMol25 dataset).

Properties
Energy relative to the best compared isomer or geometry (same formula, charge and spin)   1.199 eV
Structure (SMILES)   O=C1CCN=CO1
Gap between HOMO and LUMO   11.471 eV
DFT total energy   -360.62536 Eh
LUMO level   0.814 eV

Structure (XYZ):
```
12
Properties=species:S:1:pos:R:3:nbo_charge:R:1
O -1.045 -2.280 0.778 -0.510
C -0.614 -1.199 0.496 0.803
C 0.822 -0.697 -0.189 -0.517
C 0.532 0.685 -0.808 -0.272
N 0.139 1.501 0.334 -0.432
C -0.882 1.061 0.922 0.378
O -1.532 -0.101 0.569 -0.540
H 1.728 -0.551 0.443 0.249
H 1.040 -1.500 -0.894 0.241
H -0.287 0.595 -1.533 0.201
H 1.354 1.209 -1.321 0.218
H -1.256 1.541 1.822 0.181
```



(9)
# C4H5NO2

A single C4H5NO2 molecule at a distorted geometry (ωB97M-V with the def2-TZVPD basis set, the OMol25 dataset).

Properties
Energy relative to the best compared isomer or geometry (same formula, charge and spin)   1.288 eV
Structure (SMILES)   C[C@H](C=O)N=C=O
Gap between HOMO and LUMO   9.942 eV
DFT total energy   -360.62207 Eh
LUMO level   0.193 eV

Structure (XYZ):
```
12
Properties=species:S:1:pos:R:3:nbo_charge:R:1
C -0.145 1.096 -1.276 -0.612
C 0.248 0.171 -0.121 -0.170
C -0.101 -1.301 -0.189 0.435
O -0.203 -1.877 0.872 -0.485
N -0.058 0.593 1.224 -0.586
C -0.082 -0.274 2.114 0.865
O -0.098 -0.748 3.186 -0.515
H -1.198 1.391 -1.253 0.225
H 0.452 2.010 -1.215 0.231
H 0.068 0.638 -2.254 0.217
H 1.329 0.186 0.023 0.239
H -0.211 -1.886 -1.110 0.156
```



(10)
# C4H5NO2

A single C4H5NO2 molecule (ωB97M-V with the def2-TZVPD basis set, the OMol25 dataset).

Properties
Energy relative to the best compared isomer or geometry (same formula, charge and spin)   0.049 eV
Structure (SMILES)   Cc1coc(=O)[nH]1
Gap between HOMO and LUMO   9.435 eV
DFT total energy   -360.66764 Eh
LUMO level   0.702 eV

Structure (XYZ):
```
12
Properties=species:S:1:pos:R:3:nbo_charge:R:1
C -1.553 -0.394 -0.737 -0.641
C -0.273 0.080 -0.126 0.099
C 0.162 1.312 0.157 0.041
O 1.437 1.270 0.694 -0.455
C 1.827 -0.039 0.743 0.858
O 2.869 -0.449 1.179 -0.601
N 0.789 -0.789 0.217 -0.622
H -1.379 -0.971 -1.653 0.228
H -2.108 -1.033 -0.042 0.223
H -2.193 0.457 -0.993 0.235
H -0.274 2.292 0.030 0.215
H 0.694 -1.737 0.530 0.421
```



Number 1: HOMO -9.48 eV. Number 2: HOMO -9.03 eV. Number 3: HOMO -10.56 eV. Number 4: HOMO -8.96 eV. Number 5: HOMO -8.35 eV. Number 6: HOMO -9.26 eV. Number 7: HOMO -8.47 eV. Number 8: HOMO -10.66 eV. Number 9: HOMO -9.75 eV. Number 10: HOMO -8.73 eV.